(1)
Molecular formula: C12H42O9S3
Method: DFT, wB97M-V/def2-TZVPD

```
! wB97M-V def2-TZVPD RIJCOSX def2/J DEFGRID3
* xyz 0 1
S -3.855 1.076 -3.646
S -2.428 -2.778 -1.623
S 3.954 1.970 3.986
O 2.531 -1.812 -2.666
O -2.784 3.643 2.105
O -2.724 -2.877 -3.111
O 3.070 0.917 3.425
O 0.666 1.525 -3.255
O 2.253 -3.253 -0.050
O -0.841 -1.829 3.725
O -2.986 -0.066 -4.208
O 0.180 1.231 -0.315
C 1.474 0.920 0.112
C 2.839 3.302 4.467
C 2.651 -2.935 1.287
C 0.046 -0.844 3.205
C 3.228 -0.607 -2.822
C -5.637 0.481 -3.648
C -3.737 1.133 -1.825
C 4.302 1.190 5.575
C -0.639 -2.400 -1.294
C -2.290 2.455 1.493
C -2.336 -4.527 -1.093
C 0.067 2.540 -3.904
H -2.682 1.364 -1.675
H -0.459 0.120 3.277
H -3.665 3.439 2.428
H 0.135 3.359 -3.189
H 2.957 3.515 5.530
H 0.663 0.802 -3.886
H 1.877 -1.845 -3.369
H -1.807 -5.078 -1.870
H -0.412 -2.326 -0.231
H 2.604 -2.565 -0.620
H 1.809 3.109 4.165
H -0.977 2.312 -4.118
H 0.079 -3.117 -1.692
H 4.741 1.901 6.275
H 0.224 -1.150 2.174
H 1.038 -0.851 3.656
H 1.526 0.966 1.200
H 3.176 4.228 4.002
H 0.209 1.306 -1.272
H -5.692 -0.559 -3.328
H 3.372 0.788 5.976
H -3.149 1.854 1.196
H -0.359 -1.433 -1.712
H 2.893 0.075 -2.041
H -6.087 0.743 -4.605
H -1.783 2.606 0.540
H -4.386 1.899 -1.401
H -1.900 -4.749 -0.119
H -1.694 1.818 2.148
H 1.715 -0.109 -0.158
H 2.449 -1.881 1.477
H 2.085 -3.587 1.952
H -0.242 -2.576 3.665
H 2.936 -0.006 -3.683
H 2.145 1.658 -0.326
H -6.340 0.854 -2.903
H 4.985 0.353 5.428
H -4.137 0.156 -1.553
H -3.349 -4.923 -1.168
H 4.309 -0.749 -2.851
H 3.685 -3.055 1.611
H 0.502 2.878 -4.845
*
```

Output
calculated total energy = -64051.3677 eV

Löwdin population analysis, charges in e, atoms 1 to 6: atom 1 (S): 0.822, atom 2 (S): 0.821, atom 3 (S): 0.831, atom 4 (O): -0.109, atom 5 (O): -0.117, atom 6 (O): -0.568



(2)
Molecular formula: C4H24AgB2N8O4
Method: DFT, wB97M-V/def2-TZVPD

```
! wB97M-V def2-TZVPD RIJCOSX def2/J DEFGRID3
* xyz 0 2
Ag 1.307 0.534 -0.537
O -2.796 -2.372 -0.668
O -0.940 4.441 2.136
O 1.608 -1.853 4.561
O -0.387 0.944 -5.377
N 2.511 -3.231 6.131
N -2.045 5.119 3.884
N -1.819 1.106 -6.976
N -0.868 6.525 2.802
N 0.381 -2.675 6.178
N -4.790 -2.905 -1.364
N -4.065 -3.836 0.411
N -0.348 -0.274 -7.330
C -1.257 5.322 2.836
C -0.759 0.647 -6.492
C -3.852 -2.960 -0.516
C 1.537 -2.493 5.621
B 3.495 -3.075 -1.425
B 4.522 2.966 -1.144
H -5.699 -3.301 -1.171
H 2.575 -3.674 7.036
H 4.330 -3.565 -1.901
H -3.290 -3.891 1.057
H 2.801 -3.865 -1.183
H -1.226 7.221 3.440
H -0.374 -2.166 5.741
H 3.001 -2.506 -2.197
H -2.072 0.628 -7.828
H -2.491 1.686 -6.494
H 3.377 -3.097 5.628
H -0.672 -0.492 -8.261
H -2.552 5.715 4.522
H 0.570 -0.627 -7.102
H 0.253 -3.538 6.686
H 3.782 3.700 -1.426
H 3.871 -2.528 -0.575
H -4.872 -4.443 0.425
H -2.228 4.125 3.881
H 4.406 2.071 -1.735
H -0.065 6.773 2.242
H 5.476 3.467 -1.208
H -4.663 -2.346 -2.195
H 4.326 2.724 -0.111
*
```

Output
calculated total energy = -29988.2914 eV
energy relative to the best compared isomer or geometry (same formula, charge and spin) = 232.2 kcal per mole
<S²> = 0.754

Löwdin population analysis, charges in e, atoms 1 to 6: atom 1 (Ag): 0.925, atom 2 (O): 0.019, atom 3 (O): 0.086, atom 4 (O): -0.001, atom 5 (O): 0.042, atom 6 (N): 0.157



(3)
Molecular formula: CBr2F3P
Method: DFT, wB97M-V/def2-TZVPD

```
! wB97M-V def2-TZVPD RIJCOSX def2/J DEFGRID3
* xyz 0 1
Br -1.667 2.241 0.256
Br 1.620 2.235 1.420
P -0.241 1.074 1.483
F -1.058 -1.070 -1.400
F 0.112 -2.404 0.064
F 1.196 -0.829 -1.211
C 0.039 -1.247 -0.612
*
```

Output
calculated total energy = -158561.5364 eV
energy relative to the best compared isomer or geometry (same formula, charge and spin) = 41.1 kcal per mole

Löwdin population analysis, charges in e, atoms 1 to 6: atom 1 (Br): 0.088, atom 2 (Br): 0.097, atom 3 (P): -0.056, atom 4 (F): 0.082, atom 5 (F): 0.118, atom 6 (F): 0.077



(4)
Molecular formula: C3H6NOP
Method: DFT, wB97M-V/def2-TZVPD

```
! wB97M-V def2-TZVPD RIJCOSX def2/J DEFGRID3
* xyz 0 1
P -1.420 -1.559 0.247
O -0.714 -0.276 1.066
N 0.161 0.837 -1.313
C -0.555 1.441 -2.033
C 0.512 0.227 1.001
C 1.105 0.269 -0.469
H 1.284 -0.233 1.627
H -1.670 -0.742 -0.848
H 1.306 -0.838 -0.954
H 2.087 0.904 -0.440
H -2.561 -1.220 0.792
H 0.465 1.191 1.325
*
```

Output
calculated total energy = -16031.6331 eV
energy relative to the best compared isomer or geometry (same formula, charge and spin) = 59.3 kcal per mole

Löwdin population analysis, charges in e, atoms 1 to 6: atom 1 (P): 0.865, atom 2 (O): -0.485, atom 3 (N): -0.136, atom 4 (C): 0.044, atom 5 (C): -0.339, atom 6 (C): -0.222



(5)
Molecular formula: FH3N2
Method: DFT, wB97M-V/def2-TZVPD

```
! wB97M-V def2-TZVPD RIJCOSX def2/J DEFGRID3
* xyz 0 1
F -1.834 -0.143 0.282
N 1.225 -0.489 -0.222
N -0.826 0.687 0.054
H 1.626 0.232 0.319
H 0.909 -1.152 0.536
H -1.101 0.866 -0.968
*
```

Output
calculated total energy = -5740.7340 eV
energy relative to the best compared isomer or geometry (same formula, charge and spin) = 65.9 kcal per mole

List of Löwdin charges in e, atom by atom: atom 1 (F): -0.130, atom 2 (N): 0.055, atom 3 (N): 0.054, atom 4 (H): -0.060, atom 5 (H): -0.001, atom 6 (H): 0.082



(6)
Molecular formula: C4H9F4N3P3
Method: DFT, wB97M-V/def2-TZVPD

```
! wB97M-V def2-TZVPD RIJCOSX def2/J DEFGRID3
* xyz 1 1
P 0.579 -0.180 -0.044
P 0.010 0.479 -2.695
P -2.254 0.557 -0.830
F 0.852 2.228 -1.013
F -1.794 1.746 0.202
F 0.249 1.699 -3.693
F -2.259 1.250 -3.213
N -1.120 -0.600 -0.273
N -1.403 1.271 -2.115
N 1.059 0.847 -1.335
C 0.772 -2.818 -0.551
C 1.507 -1.687 -0.396
C 0.795 1.024 1.802
C -0.138 0.306 2.785
H 1.812 0.938 2.172
H 0.256 -0.667 2.829
H -1.062 0.273 2.302
H -0.122 0.804 3.866
H -0.326 -2.949 -0.633
H 1.257 -3.736 -0.715
H 0.313 1.911 1.446
H 2.581 -1.693 -0.440
H -1.566 -1.002 0.541
*
```

Output
calculated total energy = -47490.4555 eV
energy relative to the best compared isomer or geometry (same formula, charge and spin) = 20.6 kcal per mole

Löwdin population analysis, charges in e, atoms 1 to 6: atom 1 (P): 0.947, atom 2 (P): 0.897, atom 3 (P): 0.901, atom 4 (F): -0.111, atom 5 (F): -0.300, atom 6 (F): -0.217